ORCA calculation (ωB97M-V/def2-TZVPD) on 2 unconnected molecules or ions with the total composition C4H14N2O at a distorted geometry.

Geometry (Å):
N  0.171  0.533  -0.952
H  1.787  -0.387  -1.881
H  1.518  1.779  -1.772
H  -0.136  0.245  1.084
H  -1.504  0.986  0.324
H  -3.067  -0.244  1.046
H  0.373  -0.755  -2.701
H  0.660  2.615  -0.620
H  2.346  -0.539  2.000
N  -2.767  -1.105  0.617
H  -1.541  -1.237  -1.083
C  -1.462  -1.108  -0.007
H  2.350  0.850  2.842
H  -2.881  -1.835  1.293
H  0.785  -1.559  -1.269
C  0.747  -0.549  -1.691
C  -0.709  0.250  0.144
H  -0.805  -1.823  0.482
H  1.912  1.496  -0.074
O  2.419  0.363  2.032
C  1.094  1.622  -0.774

Computed properties:
Kohn-Sham gap ... 8.57 eV
ΔE to the lowest compared entry with this formula, charge and spin ... 244.52 kJ/mol
Structure (SMILES) ... CN(C)CCN.O
Highest occupied orbital energy ... -7.86 eV
LUMO ... 0.026 Eh